No. 1
This record from OMol25 describes an isolated molecule of CH2N2O at a distorted geometry. The level of theory is wB97M-V/def2-TZVPD.

Each line ends with the natural charge from an NBO analysis.
CARTESIAN COORDINATES (ANGSTROEM)
N1 2.746 0.136 0.518  0.300
C1 0.432 -0.204 -0.235  -0.091
N2 1.303 -0.740 0.485  -0.312
H1 0.468 0.641 -0.800  0.152
O1 3.393 0.136 -0.465  -0.225
H2 -0.565 -0.559 -0.357  0.176

Energy   -6092.93057 eV
LUMO (alpha / beta)   -0.321 / -0.321 eV
SMILES string   C=NN=O
Molar mass   58.04 Da



No. 2
This record from OMol25 describes a cluster of 2 separate species, CH2N2O2 in total at a distorted geometry. The level of theory is wB97M-V/def2-TZVPD.

Each line ends with the natural charge from an NBO analysis.
CARTESIAN COORDINATES (ANGSTROEM)
N1 -0.569 0.271 -0.072  0.356
O1 1.389 0.692 0.092  -0.415
O2 -0.336 -0.932 -0.030  -0.432
H1 1.541 -1.349 -0.249  0.216
C1 2.037 -0.286 0.031  0.354
H2 -2.515 0.648 0.258  0.351
N2 -1.546 0.956 -0.029  -0.429

Energy   -8137.96423 eV
LUMO (alpha / beta)   -0.863 / -0.450 eV
Molar mass   74.04 Da



No. 3
This record from OMol25 describes an isolated molecule of CH2N2O2S at a distorted geometry. The level of theory is wB97M-V/def2-TZVPD.

Each line ends with the natural charge from an NBO analysis.
CARTESIAN COORDINATES (ANGSTROEM)
N1 1.627 0.092 -0.630  -0.462
S1 -2.650 0.002 -0.419  0.830
O1 -0.848 0.074 -0.778  -0.561
N2 1.126 -0.053 0.781  -0.448
H1 1.996 1.027 -0.816  0.383
C1 0.296 -0.014 -0.309  0.769
O2 -2.910 -0.157 1.012  -0.898
H2 1.361 -0.971 1.159  0.387

Energy   -18974.52420 eV
LUMO (alpha / beta)   0.085 / 0.086 eV
Molar mass   106.11 Da



No. 4
This record from OMol25 describes a cluster of 2 separate species, CH2N2O2S in total at a distorted geometry. The level of theory is wB97M-V/def2-TZVPD.

Each line ends with the natural charge from an NBO analysis.
CARTESIAN COORDINATES (ANGSTROEM)
O1 0.571 0.696 2.497  -0.826
S1 -0.056 0.738 1.223  2.288
H1 0.283 -0.845 -1.449  0.239
N1 -0.814 -2.759 -1.852  -0.310
O2 -1.209 -0.044 0.883  -0.817
N2 0.313 1.747 0.175  -1.050
C1 -0.291 -1.773 -1.748  0.068
H2 1.203 2.239 0.270  0.408

Energy   -18976.93984 eV
LUMO   -0.886 eV
SMILES string   N=S(=O)=O.C#N
Molar mass   106.11 Da



No. 5
This record from OMol25 describes a structure of composition CH2N2O2S at a distorted geometry. The level of theory is wB97M-V/def2-TZVPD.

Each line ends with the natural charge from an NBO analysis.
CARTESIAN COORDINATES (ANGSTROEM)
H1 -1.289 -0.568 0.991  0.253
O1 1.685 -0.690 -1.218  -0.894
H2 -1.204 -0.770 -0.846  0.258
S1 1.341 -0.956 0.160  1.635
N1 -0.822 1.049 -0.082  0.095
O2 1.842 -0.001 1.119  -0.891
C1 -0.945 -0.209 0.036  -0.539
N2 -0.609 2.145 -0.161  0.083

Energy   -18977.34038 eV
LUMO   -0.466 eV
Molar mass   106.11 Da



No. 6
This record from OMol25 describes a structure of composition CH2N2O2S at a distorted geometry. The level of theory is wB97M-V/def2-TZVPD.

Each line ends with the natural charge from an NBO analysis.
CARTESIAN COORDINATES (ANGSTROEM)
H1 -1.720 0.360 0.104  0.443
N1 -1.095 -0.529 -0.178  -0.721
N2 0.725 0.988 0.039  0.406
S1 1.622 -2.106 0.072  -0.322
O1 -0.192 1.796 0.137  -0.390
C1 0.221 -0.319 -0.045  0.388
H2 -1.443 -1.458 -0.042  0.443
O2 1.883 1.270 -0.087  -0.247

Energy   -18973.19168 eV
LUMO (alpha / beta)   -2.579 / -2.576 eV
Molar mass   106.11 Da



No. 7
This record from OMol25 describes an isolated molecule of CH2N2O2S2 at a distorted geometry. The level of theory is wB97M-V/def2-TZVPD.

Each line ends with the natural charge from an NBO analysis.
CARTESIAN COORDINATES (ANGSTROEM)
N1 0.856 0.675 0.250  -0.379
C1 -0.471 0.361 -0.003  -0.080
H1 -2.676 0.719 -0.300  0.129
N2 1.975 -0.046 0.182  0.621
S1 -1.638 1.568 -0.287  0.213
O1 2.139 -0.721 -0.807  -0.402
S2 -0.812 -1.361 0.059  0.138
O2 2.760 0.144 1.070  -0.361
H2 -2.133 -1.339 -0.163  0.121

Energy   -29810.12938 eV
LUMO   -0.695 eV
SMILES string   O=[N+]([O-])N=C(S)S
Molar mass   138.17 Da



No. 8
This record from OMol25 describes an isolated molecule of CH2N2O2Si at a distorted geometry. The level of theory is wB97M-V/def2-TZVPD.

Each line ends with the natural charge from an NBO analysis.
CARTESIAN COORDINATES (ANGSTROEM)
N1 -0.091 -1.407 0.018  0.245
N2 2.138 2.018 0.269  -0.308
C1 1.129 1.497 0.065  -0.097
H1 -1.197 0.734 -1.473  -0.094
O1 0.979 -1.618 -0.555  -0.364
O2 -0.714 -2.259 0.606  -0.353
H2 -1.583 0.646 1.085  -0.126
Si1 -0.660 0.390 -0.014  1.097

Energy   -16018.26293 eV
LUMO   -0.892 eV
SMILES string   N#C[SiH2][N+](=O)[O-]
Molar mass   102.12 Da